[1]
Entry from the OMol25 dataset: a 8-piece molecular cluster, C44H98F9N6O4PS overall (the ωB97M-V functional and the def2-TZVPD basis).

The geometry in XYZ format:
```
163
Properties=species:S:1:pos:R:3
C 2.423 8.031 -2.017
C -4.600 -5.445 -0.242
H 2.268 8.866 0.889
F -2.856 9.923 2.550
C 3.422 7.095 0.138
C 3.373 -9.448 -0.522
F -0.731 0.643 -2.015
C 3.216 8.118 2.635
C 2.522 7.801 -3.509
H 7.514 -2.753 1.909
H -4.185 -4.523 0.167
H 6.796 0.287 0.439
H 3.181 -12.053 -1.027
P -3.726 10.045 1.197
H 5.269 8.242 -2.639
H -5.571 -6.409 5.504
H 0.122 1.536 5.725
C -5.875 5.072 -5.531
H 6.658 -11.185 -2.421
H 6.900 -1.159 -3.014
H -11.359 6.900 -1.738
C 3.213 8.373 1.116
H -8.482 4.234 -2.078
H 1.559 7.855 -4.016
H 6.329 0.235 -2.153
H -8.732 7.919 -2.701
C -5.686 -6.419 3.321
H -5.093 -4.378 -2.036
H -7.558 -5.841 -1.520
N 8.023 -0.847 1.536
O -1.373 -0.191 1.656
F -4.237 11.503 1.728
H -6.135 -8.114 1.174
H 4.591 5.558 -2.166
H -7.600 5.658 -1.659
N 4.536 -10.391 -0.960
C -10.283 7.012 -1.601
H -3.852 -6.295 2.138
H 9.859 0.187 2.084
H 9.724 -0.558 0.455
C -7.179 4.743 -4.755
H 2.892 -8.992 1.552
H -5.330 -6.084 -2.131
N 3.645 7.353 -1.404
C 5.727 -9.775 -0.141
H 5.706 7.317 -1.293
C 5.765 -11.278 -3.038
H 7.397 0.723 3.049
C 6.483 -0.840 -2.059
H 4.028 -11.682 0.624
C 5.022 -9.527 1.213
H 2.550 6.443 0.192
C 0.014 2.374 6.414
H -5.501 6.005 -5.111
H 6.732 -11.879 -4.967
F -1.351 2.201 -0.667
H -2.172 1.641 5.254
C 6.109 -11.113 -4.506
C 3.624 6.058 -2.223
H 5.907 -8.793 -0.579
C -1.419 2.583 6.892
H 3.927 9.151 0.849
H 9.124 -0.326 4.306
H 8.407 -0.680 -1.118
H -4.435 -8.073 0.668
H 6.558 -10.469 -0.260
H 2.365 -9.862 -0.571
H -10.300 7.770 -0.818
C -7.683 6.105 -4.141
F -2.670 0.590 -0.781
H -10.183 7.680 -3.664
H 2.245 7.714 2.921
C 4.073 -11.787 -0.460
H 4.853 -9.324 -2.718
H 6.535 -10.114 -4.597
C -3.011 3.574 5.237
H 2.546 5.689 -4.133
C -10.008 4.962 -3.980
C -5.468 -5.230 -1.469
H -9.702 3.917 -4.017
H 3.882 -7.725 0.814
H 3.703 -10.564 -2.888
H 3.379 -8.532 -1.113
C -4.834 -5.827 2.212
H -5.817 -7.500 3.272
H -3.627 3.145 4.447
C -9.543 7.220 -2.911
H -6.915 4.048 -3.958
H 8.808 -3.138 3.855
H -3.266 1.683 6.362
H 4.956 9.026 -1.048
H 7.794 -1.308 4.876
C 8.480 -2.251 1.873
H 5.490 -1.289 -2.065
C 9.108 -2.251 3.297
C 9.233 0.069 1.199
H -3.725 -6.048 -0.483
H 3.118 8.619 -3.914
H 4.954 -12.365 -0.737
H 5.206 -11.118 -5.117
H -6.069 5.265 -6.586
O -1.668 3.087 7.917
H -10.470 5.037 -0.894
H -5.594 -7.795 -0.584
H 5.272 -12.232 -2.852
C -8.587 5.313 -1.966
H 10.198 -2.231 3.335
H -2.055 3.934 4.857
H 2.916 5.394 -1.727
F -4.982 9.389 1.991
H -6.967 6.552 -3.451
C 3.695 -8.799 0.841
H -5.093 4.320 -5.422
H -9.958 5.363 -4.992
H -7.935 4.268 -5.380
H 2.503 9.072 -1.705
H 6.505 -0.752 3.079
H -7.883 6.893 -4.867
H -4.674 -4.773 2.440
C -9.684 5.780 -1.025
H 1.529 7.616 -1.551
C -4.951 -6.074 4.672
O 0.032 -1.268 -0.082
H -6.653 -5.927 3.420
H -7.404 -4.253 -0.919
S -0.427 -0.008 0.518
H -6.791 -4.666 1.104
N -2.563 2.272 5.940
H 8.930 1.091 0.970
C 3.204 6.410 -3.650
H -11.037 5.182 -3.693
C -5.426 -7.657 0.484
H 4.842 -10.329 1.929
N -8.962 5.873 -3.287
F -3.153 8.594 0.674
O 0.690 0.829 0.928
H 9.089 -2.743 1.115
C -6.902 -5.220 -0.911
H 5.704 -8.879 1.764
H 3.341 9.065 3.159
N -5.389 -6.147 0.822
H 4.188 6.438 0.551
C -6.789 -5.593 0.529
C 4.708 -10.383 -2.508
F -4.555 10.170 -0.181
C -1.361 0.904 -0.862
C 7.512 -0.356 2.947
H 3.953 7.449 3.080
H -3.551 4.259 5.891
H 7.905 -2.211 -0.843
C 8.366 -1.042 3.987
H -3.940 -6.481 4.693
H 0.640 2.160 7.280
H -4.810 -4.996 4.740
H 4.140 6.512 -4.200
H -9.262 5.949 -0.034
H 6.102 -1.286 0.849
H 0.416 3.313 6.034
H -7.551 -6.299 0.861
C 7.477 -1.211 -0.915
C 4.994 8.084 -1.596
C 7.003 -0.781 0.501
F -2.527 10.811 0.440
```

Summary:
Charge   +4
Spin multiplicity   1
Largest force on an atom   3.69 eV/Å
E_HOMO   -0.5052 hartree
E   -108898.1455 eV



[2]
Entry from the OMol25 dataset: a 7-piece molecular cluster, C44H98N4O8 overall (the ωB97M-V functional and the def2-TZVPD basis).

The geometry in XYZ format:
```
154
Properties=species:S:1:pos:R:3
H 15.301 18.362 16.114
C 13.250 19.994 13.037
H 10.871 9.196 12.779
H 9.256 20.230 12.075
C 6.377 18.647 11.194
O 10.731 12.885 13.192
H 15.467 10.883 13.156
C 7.527 12.617 10.588
N 8.618 12.560 18.911
N 6.609 19.627 13.437
C 6.496 13.545 19.490
H 10.921 14.803 18.133
H 13.794 18.899 16.873
H 6.731 17.597 11.366
H 4.897 12.959 10.246
C 14.426 17.438 13.866
H 12.376 10.769 15.478
H 7.167 15.702 10.065
C 11.210 15.235 10.268
H 10.207 12.266 13.751
H 6.872 23.138 11.949
H 8.296 22.304 12.692
H 8.970 14.851 15.378
C 11.347 11.041 11.289
H 8.658 21.290 15.616
H 7.719 15.859 12.732
H 6.499 19.425 16.240
H 11.550 18.851 12.442
H 11.116 14.269 20.517
H 13.156 21.902 12.010
H 11.222 15.027 8.199
H 6.924 11.749 10.865
C 12.067 17.691 15.004
C 7.229 22.218 12.441
H 6.402 18.874 10.149
H 9.025 18.460 12.332
H 11.227 12.060 15.816
H 14.038 17.123 16.589
H 11.666 10.283 10.570
H 6.701 11.409 17.618
H 7.405 21.258 10.621
C 14.263 12.218 14.094
H 7.744 12.408 21.688
H 15.411 17.858 14.098
C 11.308 9.861 13.521
C 13.612 21.475 12.904
C 6.505 21.914 13.794
C 10.318 13.547 20.531
C 9.433 13.701 19.261
H 6.678 15.571 20.400
C 7.050 20.597 14.385
H 13.688 19.186 11.028
H 11.576 18.214 15.820
C 12.826 12.609 14.462
H 8.431 12.677 11.123
H 10.333 15.433 12.688
H 7.862 10.849 20.956
H 12.087 16.617 15.194
H 9.906 13.749 17.208
C 8.635 19.363 11.833
H 9.564 10.933 18.312
C 12.725 14.116 14.702
H 10.227 11.017 11.434
H 8.811 19.689 15.231
H 5.471 21.748 13.759
H 9.834 13.628 21.480
H 11.232 19.990 13.746
H 8.663 14.360 13.122
C 14.478 10.833 13.573
H 14.725 21.630 12.940
H 11.771 13.861 11.636
H 10.571 10.291 14.144
O 11.873 14.767 11.440
O 7.640 14.894 10.420
C 12.037 10.936 12.660
C 10.402 13.811 18.143
H 10.726 12.578 20.641
H 7.297 15.459 15.224
H 5.497 13.287 19.900
H 6.494 21.296 16.341
C 7.330 12.277 19.539
H 12.057 13.645 8.921
H 11.495 17.695 14.118
C 6.284 20.389 15.748
H 11.687 11.955 10.761
C 7.285 11.754 20.971
H 5.650 11.138 19.036
H 6.235 13.888 18.463
H 8.106 15.109 18.260
H 6.269 11.542 21.293
C 13.512 18.211 14.857
N 13.608 19.656 14.463
H 5.784 21.167 11.171
H 13.050 14.701 13.868
C 6.758 13.852 10.792
O 8.558 16.936 15.346
C 7.249 14.653 20.221
H 5.762 13.704 8.924
H 15.152 19.519 12.088
H 5.295 18.763 11.509
H 14.862 12.266 15.024
H 10.874 17.158 9.342
H 6.610 13.976 11.826
C 11.905 14.728 8.968
H 14.904 17.293 11.790
H 11.652 14.411 14.852
H 13.966 11.163 11.636
C 5.470 13.866 9.943
H 14.626 12.863 13.293
C 14.079 19.160 12.093
H 11.447 20.643 12.205
H 13.199 17.146 12.240
C 7.143 19.663 12.056
H 12.231 17.118 10.417
H 14.286 16.415 14.228
C 14.113 17.710 12.410
H 11.999 9.278 14.099
C 8.330 15.647 14.856
H 9.513 17.162 15.303
C 11.196 16.723 10.267
O 6.727 18.310 13.911
C 14.215 18.151 16.230
C 13.502 10.543 12.462
H 9.160 20.954 13.931
H 13.156 22.051 13.665
H 4.919 14.779 10.067
H 13.545 20.935 15.787
C 8.535 20.595 14.741
H 7.634 14.413 21.219
C 12.285 11.844 15.677
H 6.688 22.709 14.518
H 13.635 9.478 12.222
H 7.611 18.193 14.399
H 10.200 14.881 10.294
H 13.389 14.370 15.500
H 8.810 19.179 10.751
H 10.640 16.998 11.123
H 12.863 15.200 8.927
H 5.228 20.329 15.523
C 11.774 19.835 12.820
N 12.066 12.305 13.214
H 12.890 12.025 16.553
C 8.525 15.442 13.331
H 7.819 12.542 9.504
O 12.832 20.449 15.363
H 7.262 10.297 18.873
H 9.070 15.808 19.532
C 6.800 21.047 11.504
H 14.532 10.143 14.459
H 11.210 13.075 18.177
O 9.454 11.418 19.139
O 9.718 16.138 12.900
C 8.468 14.942 19.284
C 6.678 11.192 18.682
```

Summary:
SMILES   CC1(C)CCCC(C)(C)N1O.CC1(C)CCCC(C)(C)N1O.CC1(C)CCCC(C)(C)N1O.CC1(C)CCCC(C)(C)N1O.CC(C)O.CC(C)O.OCCO
Spin multiplicity   1
Largest force on an atom   2.90 eV/Å
E_HOMO   -0.2887 hartree
E   -69551.1345 eV



[3]
Entry from the OMol25 dataset: C45H100Br2FN5Na as an isolated structure (the ωB97M-V functional and the def2-TZVPD basis).

The geometry in XYZ format:
```
154
Properties=species:S:1:pos:R:3
C 0.198 4.205 4.216
C 5.023 1.321 -2.300
H 5.856 1.940 -2.634
H -5.179 1.751 -0.123
H -3.583 1.193 -4.512
H -5.985 4.148 -5.254
H 0.236 -7.555 -4.632
Br -3.100 -2.029 -1.853
N -4.256 2.785 -3.308
H -4.074 -4.949 3.505
H -1.492 -1.499 2.859
C -2.659 3.601 -1.650
H -0.005 0.960 3.702
H 1.197 -6.996 -2.281
H 4.826 3.539 -0.588
H 6.226 -0.415 -2.837
H -0.371 1.612 5.398
H -5.328 3.420 -0.725
H -4.185 4.813 -4.063
C 7.103 1.401 0.355
C -3.893 -0.818 1.883
H 6.956 3.377 -0.694
H -4.868 -0.486 2.242
N -3.542 -2.099 2.582
H 4.610 -0.761 -2.176
H -1.621 3.725 -1.341
C 1.253 -7.184 -4.503
C -6.878 5.784 -3.964
C 5.123 2.677 0.009
H 2.393 -4.008 -4.208
H 5.597 -2.324 -4.924
H 1.159 7.503 3.487
H 0.745 0.168 4.980
H -3.507 -2.905 4.585
C -3.861 -4.750 2.455
H -2.392 1.931 -2.904
H 6.251 -0.414 -0.560
H -7.766 5.839 -4.593
C 0.343 1.147 4.718
H 0.865 -3.304 0.745
H 3.155 -0.018 -0.663
H 3.702 0.040 -4.394
H -4.402 -5.441 1.808
H -3.103 4.596 -1.696
H -4.080 -3.260 0.880
H -0.694 -5.506 -1.803
H 1.253 -5.082 -0.928
C 4.097 1.962 4.326
C -4.903 4.238 -3.478
H 2.481 -6.264 -6.105
H 0.868 -3.221 -4.126
H 2.853 0.224 4.217
H -4.004 -0.935 0.805
C 1.458 -6.407 -5.757
H 7.412 1.122 1.363
H 0.786 2.836 2.656
N 4.856 1.374 -0.741
H -7.010 3.632 -4.028
C 5.177 -0.119 -2.850
H 0.857 -6.874 -6.537
H -4.944 4.784 -2.536
H 6.789 3.467 1.158
H 0.317 4.351 5.290
H 0.996 -4.377 -6.481
H -0.877 -6.019 -3.421
C -3.242 -0.745 4.896
H -4.602 0.983 -2.233
H -5.382 -3.147 2.099
C -3.873 -1.988 4.125
H -3.347 3.361 0.346
C 1.542 -6.434 -3.149
F -0.644 0.595 1.314
H -2.585 2.023 -0.308
H 0.438 5.617 2.452
C 3.410 1.014 -0.424
C -4.287 2.012 -4.663
H -2.810 0.063 6.718
C -2.350 -4.895 2.250
C 1.116 6.624 4.130
H -0.515 -3.872 2.767
C -0.562 -5.160 -2.828
H -0.786 3.749 4.110
H 1.638 3.010 6.439
C 3.652 2.798 5.471
H 2.348 1.419 6.408
H 2.113 3.843 3.271
C 1.387 -2.673 0.025
C 4.693 -0.386 -4.239
H -1.848 -2.213 1.275
C 0.841 -4.973 -5.581
H 4.194 2.683 6.411
C 2.805 1.232 3.805
H 3.536 3.858 5.245
N 1.600 2.039 4.479
C 5.947 0.502 -0.053
H 5.381 0.159 0.813
C 1.571 -4.401 -1.719
H -3.643 0.178 4.478
C -1.588 -3.728 2.892
H 4.563 2.536 3.525
H 2.763 1.791 -0.831
C -3.306 2.793 -0.583
C -5.019 1.989 -2.189
H 5.190 0.252 -4.969
C -2.008 -2.313 2.349
C 6.638 2.906 0.236
H 2.111 6.214 4.305
H -1.978 -5.848 2.626
H 0.892 6.930 5.152
H -0.865 5.917 3.685
H -6.216 6.617 -4.202
H -4.325 -0.924 6.798
H 2.653 -4.456 -1.837
C 2.229 2.332 5.824
C 0.146 5.555 3.500
H -3.829 2.699 -5.374
Br 0.446 1.029 -3.046
C -3.318 -0.844 6.389
H 4.835 1.250 4.696
H 1.716 -2.196 -2.024
H -1.123 -4.253 -3.050
C 1.322 -4.202 -4.266
H -2.286 3.492 -3.871
C 1.222 3.281 3.551
Na -0.984 -0.190 -0.865
H 2.436 -2.897 0.216
H 2.644 1.170 2.729
N 0.988 -5.001 -3.020
H 4.159 -2.472 -3.840
H -3.088 -0.117 2.105
H -0.216 -5.172 -5.405
C 1.153 -2.946 -1.469
H 1.066 -1.687 0.359
H 3.421 1.021 0.666
H -7.194 5.987 -2.940
C -6.244 4.382 -4.221
H -4.963 -1.995 4.138
H -6.100 1.874 -2.272
H -2.165 -0.806 4.740
H 7.924 1.107 -0.300
H 2.620 -6.278 -3.100
H 1.918 -8.042 -4.606
H 4.622 2.659 0.977
H -2.739 -1.629 6.876
H 4.089 1.800 -2.591
H 3.941 -2.091 -5.460
H -2.245 -5.046 1.176
C -2.754 2.948 -3.051
H -1.744 -3.758 3.970
H 0.121 -2.836 -1.801
C -4.316 -3.310 1.943
H -5.252 1.604 -4.964
C 4.633 -1.903 -4.639
C -4.781 2.483 -0.825
```

Summary:
Charge   +3
Spin multiplicity   1
Largest force on an atom   2.99 eV/Å
E_HOMO   -0.4953 hartree
E   -202934.9636 eV